Record 1
Below is a structure of composition C30H51N3PPdSSi in a non-equilibrium geometry, with properties calculated with wB97M-V/def2-TZVPD.

Geometry as XYZ:
```
88
Properties=species:S:1:pos:R:3:forces:R:3
Pd -0.61350 1.09990 0.80290 -1.2 -0.8 -0.1
N 3.20350 -0.84950 1.42220 -0.3 -0.2 0.7
C 4.01340 -0.53040 0.33010 0.5 0.3 -0.7
C 5.38380 -0.39440 0.49220 -0.2 0.0 0.0
C 6.17660 -0.04410 -0.58700 0.0 0.0 -0.1
C 5.60490 0.19750 -1.82500 0.1 0.0 0.0
C 4.23380 0.07320 -1.99270 0.0 0.0 0.1
C 3.44570 -0.30640 -0.92200 -0.3 -0.2 0.3
S 1.69020 -0.55090 -1.05800 0.6 -0.2 -0.2
N 1.20090 -0.11170 0.48790 0.9 -1.1 1.3
C 1.93010 -0.34700 1.53650 0.0 -0.2 -2.1
C 1.37370 -0.07210 2.85590 -0.7 0.3 1.5
C 2.12210 -0.20010 4.03150 -0.1 0.0 -0.6
C 1.52910 0.04530 5.25290 -0.6 0.1 0.1
C 0.18550 0.39950 5.28190 0.5 -0.1 0.0
C -0.48460 0.53340 4.07750 -0.1 0.0 0.2
N 0.08190 0.32790 2.89820 0.5 -0.5 -0.1
H 3.69700 -1.09300 2.26570 -0.1 0.1 -0.1
H 5.81860 -0.57350 1.46420 0.1 0.0 0.1
H 7.24350 0.03810 -0.45570 0.1 0.0 0.0
H 6.22520 0.47150 -2.66350 0.1 0.0 -0.1
H 3.77920 0.23330 -2.95730 -0.1 0.1 -0.2
H 3.16700 -0.46010 4.00180 0.1 -0.1 0.0
H 2.09870 -0.03830 6.16600 0.0 0.0 0.1
H -0.32930 0.58560 6.20850 -0.1 0.0 0.1
H -1.53130 0.80310 4.06490 0.0 0.1 0.0
C 1.57780 4.14090 -2.79140 0.1 -0.1 0.0
C 1.45440 2.75930 -2.16440 -0.3 0.1 0.1
P 0.83260 2.68470 -0.42030 0.7 1.1 -0.3
C 2.38930 3.08290 0.49870 -0.2 -0.1 -0.1
C 2.09160 3.27620 1.98090 0.1 -0.1 0.0
C -0.17980 4.19040 -0.02780 0.1 -0.2 -0.2
C -1.11950 3.82140 1.12640 0.0 0.4 -0.1
H 2.04630 4.03760 -3.76930 0.0 0.2 -0.1
H 2.20130 4.79520 -2.18800 0.1 0.1 0.0
H 0.60870 4.61520 -2.92380 -0.1 0.0 0.0
H 2.44050 2.28270 -2.13350 -0.2 -0.1 0.0
H 0.79980 2.12330 -2.76660 0.1 0.0 0.0
H 2.82580 3.98250 0.05620 0.1 -0.1 0.0
H 3.09480 2.25950 0.34840 0.0 0.0 -0.1
H 1.67700 4.26350 2.16830 -0.1 0.0 0.1
H 2.98750 3.17020 2.58830 0.1 0.0 0.1
H 1.36430 2.52890 2.31320 0.1 0.1 0.1
H -0.75610 4.46060 -0.91510 0.0 0.0 0.0
H 0.46130 5.03490 0.23390 -0.1 0.0 -0.1
H -1.30300 2.69430 1.11330 -0.8 1.2 0.3
H -2.06960 4.34290 1.03830 -0.1 -0.1 0.1
H -0.68760 4.07350 2.09550 0.0 -0.2 0.0
C -1.78540 -0.13340 -2.35490 0.0 0.0 0.3
C -2.88370 0.64610 -1.62790 0.2 -0.1 0.8
C -4.24670 0.31140 -2.22960 0.0 0.0 0.3
C -2.60120 2.12980 -1.87890 0.1 -0.1 0.3
Si -2.81200 0.20840 0.34120 -0.3 -0.4 -0.3
C -2.62400 -1.76060 0.67800 0.1 0.8 0.0
C -2.88450 -2.13890 2.13670 -0.1 0.2 -0.1
C -1.19610 -2.21430 0.36300 -0.1 0.2 0.1
C -3.60030 -2.52500 -0.21190 0.0 0.3 0.0
C -4.33060 1.01550 1.37170 0.7 -0.1 -0.3
C -3.96700 1.12950 2.85430 0.2 -0.1 -0.2
C -4.68250 2.42390 0.88800 0.1 -0.1 -0.1
C -5.58500 0.15510 1.21970 0.2 -0.1 -0.1
H -1.70560 0.20980 -3.38470 0.0 0.1 -0.2
H -1.98560 -1.19900 -2.37990 0.0 -0.2 0.0
H -0.82250 0.03630 -1.86710 0.1 0.0 -0.1
H -4.20580 0.44290 -3.31030 0.0 0.0 -0.2
H -5.01750 0.97550 -1.84700 -0.2 0.0 0.0
H -4.54420 -0.71290 -2.03290 -0.1 -0.2 0.0
H -2.69810 2.33670 -2.94420 0.0 0.0 -0.2
H -1.58040 2.36770 -1.57330 0.0 0.1 -0.1
H -3.28860 2.77960 -1.35080 -0.1 0.2 0.1
H -2.21570 -1.60010 2.80610 0.0 0.0 0.1
H -2.69870 -3.20590 2.26510 0.1 -0.1 0.0
H -3.91080 -1.95560 2.43740 -0.1 0.0 0.1
H -0.50840 -1.81340 1.10740 0.1 0.0 -0.1
H -0.86700 -1.90090 -0.62370 0.1 -0.1 -0.1
H -1.13580 -3.30130 0.40990 0.0 -0.2 0.0
H -4.61810 -2.17470 -0.08220 -0.3 0.0 0.0
H -3.57600 -3.58230 0.04290 0.0 -0.2 0.1
H -3.33240 -2.42960 -1.25750 0.0 0.0 -0.2
H -3.08300 1.75600 2.97270 0.1 0.1 0.1
H -3.77620 0.15880 3.29790 0.1 -0.2 0.2
H -4.78420 1.59520 3.40520 -0.1 0.1 0.0
H -3.83450 3.09690 0.96840 0.1 0.1 -0.1
H -5.48100 2.83150 1.50990 -0.1 0.0 0.1
H -5.04730 2.42000 -0.13500 0.0 0.1 -0.1
H -5.43910 -0.85540 1.58710 0.0 -0.2 0.0
H -5.89870 0.10580 0.18030 -0.1 -0.1 -0.1
H -6.40100 0.59530 1.79420 -0.1 0.1 0.1
```
Positions in Å, forces in eV/Å.

Results
M (g mol⁻¹): 651.31
Frontier orbital gap (alpha / beta) (eV): 5.9 / 6.1
Total charge: +1
LUMO energy (alpha / beta) (eV): -3.7 / -3.8
Total energy (hartree): -2494.68670

Atom charges from the Löwdin analysis, given in e for atoms 1 to 5:
1 Pd 0.45
2 N 0.13
3 C -0.26
4 C -0.01
5 C -0.06

***

Record 2
Below is a structure of composition C30H52B3F4N6O4V in a non-equilibrium geometry, with properties calculated with wB97M-V/def2-TZVPD.

Geometry as XYZ:
```
100
Properties=species:S:1:pos:R:3:forces:R:3
O -0.39964 -18.73369 1.03592 -0.3 0.4 0.8
V 0.34541 -18.99183 -0.33737 -0.5 -0.7 -1.1
O 1.61346 -19.85487 0.03735 0.2 0.4 0.1
B 0.88589 -16.79782 -1.12910 1.2 0.8 -1.0
H -0.01693 -17.42166 -1.51478 -1.4 -0.8 -0.8
H 0.57646 -15.65973 -0.93182 -0.1 0.0 0.2
H 1.21634 -17.31445 -0.12641 0.6 -0.7 1.8
H 1.83678 -16.90199 -1.84844 -0.1 -0.1 -0.2
B -1.01607 -20.41707 -1.63052 0.5 -1.0 -0.2
H -1.95673 -20.91873 -2.17944 -0.1 0.1 -0.2
H -1.34365 -20.22348 -0.52464 -0.5 0.4 1.8
H -0.03673 -21.09892 -1.62605 -0.1 -0.2 0.0
H -0.69141 -19.38392 -2.09660 0.2 1.3 -0.6
C -3.54464 -17.45837 2.68813 0.2 0.0 -0.5
C -3.56951 -17.51365 1.18823 0.2 0.1 0.0
O -2.75241 -17.19058 0.40806 0.1 0.1 0.1
N -4.89630 -17.99786 0.55980 -0.7 0.3 0.5
H -5.50387 -18.42548 1.26228 0.2 -0.2 0.0
H -5.41294 -17.13849 0.32534 0.2 -0.1 -0.4
C -4.71842 -18.90295 -0.62692 0.5 0.1 -0.3
H -3.85694 -16.45075 2.97499 -0.2 -0.1 0.2
H -2.50823 -17.59075 2.99123 0.0 0.0 0.0
H -4.16577 -18.22232 3.14871 -0.1 0.1 0.1
H -4.56301 -18.32653 -1.53446 -0.1 0.2 0.1
H -5.60456 -19.52010 -0.71852 0.0 -0.1 0.0
H -3.79716 -19.46886 -0.48212 -0.2 -0.2 0.1
C 5.25751 -19.81136 0.14919 0.7 -0.3 -0.5
C 5.81182 -21.20471 0.12393 0.3 0.0 0.8
O 5.95558 -21.90706 1.07236 -0.1 0.0 -0.2
N 6.24972 -21.77117 -1.20364 -0.9 -1.0 -1.2
H 5.68544 -21.33071 -1.95069 0.1 0.1 0.1
H 7.24288 -21.75703 -1.44191 0.1 0.8 0.4
C 5.90803 -23.26296 -1.32058 0.1 0.5 1.2
H 5.23251 -19.49410 1.18570 -0.2 -0.1 0.1
H 4.27916 -19.77181 -0.33355 0.0 0.0 -0.1
H 5.96962 -19.18089 -0.39260 -0.3 0.2 -0.1
H 4.87898 -23.36275 -1.00064 -0.2 -0.1 -0.6
H 6.50297 -23.77319 -0.56824 0.3 -0.1 -0.3
H 6.11486 -23.55736 -2.34019 -0.1 -0.2 0.0
C -0.42111 -15.07974 1.60886 -1.2 -0.4 0.0
N 0.87669 -14.78929 2.22869 0.5 -0.2 -0.4
C 1.06535 -13.57476 2.76876 -0.5 0.2 -0.3
C 2.26046 -13.18356 3.31112 0.1 -0.2 0.6
C 3.31852 -14.08836 3.33622 -0.2 0.1 -0.6
C 3.07529 -15.37068 2.83672 0.4 -0.2 0.1
C 1.87668 -15.69934 2.24448 -0.4 0.3 0.4
C 4.70086 -13.66251 3.67824 0.1 -0.1 0.4
C 5.46500 -14.36734 4.62138 -0.8 0.4 0.5
C 6.76570 -14.01533 4.85649 0.3 0.3 -0.7
N 7.33863 -13.06136 4.08355 0.4 0.0 0.3
C 6.63931 -12.36544 3.18664 -0.2 0.1 0.3
C 5.28117 -12.58774 3.02670 0.4 0.0 -0.6
C 8.78046 -12.76038 4.30368 0.0 -0.4 0.2
H -0.88863 -14.15386 1.28634 0.2 0.1 0.0
H -1.09109 -15.55378 2.32766 0.2 0.1 0.3
H -0.39480 -15.76351 0.76266 0.7 0.1 0.0
H 0.22026 -12.90350 2.69710 0.0 0.0 0.1
H 2.31325 -12.23098 3.82161 0.1 0.2 -0.3
H 3.82831 -16.14707 2.89005 0.1 0.2 -0.2
H 1.68401 -16.67372 1.81124 -0.1 0.1 -0.1
H 4.93331 -15.02848 5.29504 0.4 -0.4 -0.2
H 7.44327 -14.46219 5.56932 -0.3 -0.1 0.2
H 7.18391 -11.62750 2.61517 -0.1 0.1 0.0
H 4.77979 -11.94846 2.31149 -0.2 -0.2 0.0
H 9.11269 -12.02548 3.58155 0.1 0.0 0.0
H 9.32783 -13.69649 4.21747 0.1 0.1 -0.2
H 8.92912 -12.39608 5.31865 -0.2 0.2 0.0
C -6.99325 -24.78702 0.55005 0.7 0.3 0.7
N -5.63914 -24.19665 0.81162 -0.2 0.2 0.3
C -5.03580 -23.45367 -0.11693 0.1 -0.3 -0.6
C -3.81257 -22.87736 0.11377 0.3 0.5 0.2
C -3.19757 -23.06789 1.34526 0.2 -0.4 0.0
C -3.86937 -23.79767 2.33550 0.6 0.1 -0.4
C -5.08672 -24.34476 2.03702 -0.7 0.0 -0.1
C -1.75365 -22.73186 1.53178 -0.5 0.0 0.8
C -0.84403 -23.47192 0.80984 0.3 -0.1 -0.1
C 0.48661 -23.22937 1.02748 0.5 -0.1 0.1
N 0.88847 -22.34628 1.94873 0.2 -0.1 -0.1
C 0.02796 -21.72193 2.77277 0.0 0.0 -0.5
C -1.31796 -21.88653 2.56835 -0.4 -0.5 -0.4
C 2.33129 -22.06195 2.01993 0.5 -0.1 -0.4
H -7.28842 -24.53445 -0.45864 -0.1 -0.2 -0.1
H -7.64074 -24.32498 1.29135 -0.3 -0.1 -0.2
H -6.92293 -25.85290 0.74043 -0.1 -0.1 -0.3
H -5.48206 -23.42049 -1.10234 -0.2 0.1 0.1
H -3.34415 -22.26551 -0.65041 0.1 -0.2 -0.1
H -3.36566 -24.02660 3.26441 -0.3 0.1 0.2
H -5.70081 -24.88741 2.74482 0.2 -0.2 0.0
H -1.10298 -24.28176 0.14236 -0.2 0.2 -0.2
H 1.27727 -23.76653 0.52368 -0.1 0.2 -0.3
H 0.47998 -21.11164 3.53914 -0.2 0.1 0.0
H -2.07010 -21.44694 3.20648 0.2 0.3 0.1
H 2.72448 -22.12031 1.00502 -0.2 0.2 -0.1
H 2.86650 -22.80921 2.60351 -0.2 0.1 0.4
H 2.46857 -21.04569 2.36800 0.1 0.0 0.2
B 2.47323 -21.79007 -2.52218 -0.1 0.8 -1.1
F 1.70910 -22.36283 -1.47697 0.5 0.1 0.5
F 2.49706 -22.66512 -3.57762 0.2 -0.1 0.1
F 2.04507 -20.50905 -2.91921 -0.4 -0.5 0.5
F 3.83037 -21.52499 -2.06414 0.3 -0.4 0.6
```
Positions in Å, forces in eV/Å.

Results
M (g mol⁻¹): 720.16
Frontier orbital gap (eV): 6.9
Total charge: +4
LUMO energy (eV): -10.0
Total energy (hartree): -3220.66093

Atom charges from the Löwdin analysis, given in e for atoms 1 to 5:
1 O -0.40
2 V 0.73
3 O -0.32
4 B -0.33
5 H -0.02